Formula: C2N4O2
Source: the Open Molecules 2025 dataset
Level of theory: wB97M-V/def2-TZVPD

Computed properties:
- gap between HOMO and LUMO (alpha / beta) (eV) = 9.008 / 6.255
- HOMO level (alpha / beta) (eV) = -10.689 / -9.777
- charge = 0

Cartesian coordinates (Å):
C: -1.4852 -0.3785 0.0619
C: -0.0297 1.4578 -0.0088
N: -2.2585 -1.2147 0.2132
N: 0.9182 2.1363 0.1907
N: -0.7555 0.5013 -0.4620
N: 1.3316 -0.8908 -0.0518
O: 0.8870 -1.9454 -0.1170
O: 2.1500 -0.1469 0.1922

Formula: C12H20NO2
Source: the Open Molecules 2025 dataset
Level of theory: wB97M-V/def2-TZVPD

Computed properties:
- gap between HOMO and LUMO (eV) = 10.758
- SMILES string = C=C=C(OCC(C)=O)[N@H+]1CC[C@@H](C)CC1
- HOMO level (eV) = -13.363
- charge = +1

Cartesian coordinates (Å):
C: -1.7761 1.3172 1.5667
C: -1.8985 2.3193 2.3808
C: -1.4620 0.3180 0.8188
C: -2.4156 0.7533 -1.9523
C: 2.1098 0.2644 -0.2932
C: 1.3413 -2.1105 -0.0044
C: 0.9881 0.8874 0.5387
C: 0.1615 -1.5393 0.8637
C: 2.6180 -1.1120 0.0610
C: -3.0668 1.7048 -2.9113
C: 3.4345 -1.1510 1.3824
C: -3.3060 0.1591 -0.8355
N: -0.1534 -0.1268 0.3806
O: -1.2568 0.4533 -1.9556
O: -2.4965 -0.4632 0.2563
H: -1.9555 3.3500 1.9356
H: -2.1187 2.1929 3.4518
H: 1.7823 0.1810 -1.3071
H: 2.9979 0.9226 -0.2811
H: 1.4949 -3.1086 0.3518
H: 1.0626 -2.1249 -1.0376
H: 1.2995 1.0695 1.5189
H: 0.4614 1.7767 0.0939
H: -0.6052 -2.2679 0.7349
H: 0.5631 -1.4406 1.9346
H: 3.2907 -1.5252 -0.6504
H: -2.8807 1.3640 -3.9490
H: -4.0600 1.8027 -2.8034
H: -2.6583 2.7025 -2.8482
H: 3.3968 -2.2148 1.7424
H: 2.9735 -0.5762 2.2679
H: 4.3688 -0.7128 1.0558
H: -3.9160 -0.7783 -1.2371
H: -4.0106 0.9596 -0.5078
H: -0.2734 -0.2175 -0.7439

Formula: C2H2N4S
Source: the Open Molecules 2025 dataset
Level of theory: wB97M-V/def2-TZVPD

Computed properties:
- gap between HOMO and LUMO (eV) = 8.317
- SMILES string = Sc1nncnn1
- HOMO level (eV) = -9.834
- charge = 0

Cartesian coordinates (Å):
C: -0.6765 -0.1951 0.5244
C: 1.2007 1.0052 -0.6875
H: -1.9000 -2.4800 0.4156
H: 2.0739 1.2955 -1.3634
N: 0.1195 0.4421 1.3073
N: 1.3067 0.9562 0.6389
N: 0.0968 0.6093 -1.5091
N: -0.8224 -0.0223 -0.7986
S: -1.3987 -1.6109 1.4725

Formula: C6H12MgO6
Source: the Open Molecules 2025 dataset
Level of theory: wB97M-V/def2-TZVPD

Computed properties:
- gap between HOMO and LUMO (eV) = 3.285
- HOMO level (eV) = 4.802
- charge = -4

Cartesian coordinates (Å):
Mg: -0.1546 -0.9319 -0.9544
O: -1.2131 1.0834 2.3179
C: -1.3351 0.9578 3.7043
C: -0.8764 2.1090 4.5746
O: -1.2279 3.5168 4.2594
H: -0.9056 0.0021 4.0050
H: -2.4079 0.8141 3.8326
H: 0.1241 1.9639 4.9822
H: -1.4506 1.8842 5.4735
O: -2.2146 -2.8093 -2.4245
C: -2.0323 -4.2626 -2.1936
C: -1.3189 -4.7036 -0.9084
O: -0.2660 -3.9259 -0.3849
H: -1.5152 -4.7521 -3.0189
H: -3.0010 -4.7611 -2.2268
H: -0.8459 -5.6819 -0.9943
H: -2.0848 -4.9526 -0.1739
O: 1.3588 4.2960 -2.0302
C: 2.6724 3.7609 -2.1483
C: 2.9831 2.4271 -2.8786
O: 2.5265 1.1562 -2.3686
H: 2.9591 3.5703 -1.1141
H: 3.4008 4.5384 -2.3784
H: 4.0446 2.2134 -3.0036
H: 2.7806 2.4873 -3.9479

no.,E_tot (eV)
1,-12121.8091
2,-18343.8096
3,-18898.1128
4,-24123.7044